No. 1
{"formula": "C4H10NO6PS2", "method": "wB97M-V/def2-TZVPD", "elements": ["H", "S", "H", "H", "H", "H", "H", "C", "O", "O", "O", "C", "S", "H", "H", "H", "H", "C", "O", "N", "O", "O", "P", "C"], "xyz": [[1.81360, -0.54615, -2.88374], [2.39668, 0.71499, -0.42428], [-2.61015, 0.32599, 1.47899], [0.07551, 0.69612, -3.66566], [-1.50625, 1.69909, 1.27113], [-1.81211, 0.02396, -1.13495], [-1.21884, -1.75212, 0.29209], [-0.58837, 0.03862, 2.27076], [2.96205, 1.27134, 0.73132], [0.48945, 0.15355, 1.34499], [1.77354, -0.76501, -0.20527], [0.01767, 0.40323, -1.06256], [-0.53277, -1.97218, -3.19221], [-2.16017, 1.36737, 2.84439], [-0.87167, -0.98880, 2.47983], [0.17263, -2.38162, 0.82153], [-0.19753, 0.43186, 3.19955], [0.36661, -0.52177, 0.12974], [3.30184, 0.75449, -1.50377], [-0.22482, -1.79228, 0.09761], [-1.27432, 0.83466, -1.16684], [1.00248, 1.43552, -0.88343], [0.43504, -0.33017, -2.77257], [-1.81010, 0.89929, 1.93337]], "forces_ev_per_a": [[0.0, 0.6, 0.1], [1.1, 0.4, -0.2], [-0.2, 0.0, -0.1], [0.3, 0.4, 0.5], [0.0, 0.1, -0.2], [-0.1, 0.3, -0.3], [-0.1, 0.0, -0.3], [-0.4, 0.8, 0.5], [-0.9, 0.4, 1.6], [-1.1, -0.5, 0.0], [0.3, 1.4, -0.3], [1.0, -0.7, -0.8], [-0.2, 0.3, 0.0], [-0.3, 0.0, 0.2], [0.1, -0.3, -0.2], [0.2, 0.0, -0.1], [0.5, 0.0, 0.1], [1.2, -0.8, 0.0], [-0.2, -0.9, -1.6], [-0.6, 0.0, 0.6], [-0.1, 0.5, 0.7], [-0.2, 0.1, 0.4], [-0.8, -1.8, -0.5], [0.5, -0.2, 0.0]], "gap_ev": 8.947, "energy_ha": -1802.2711, "homo_ev": -8.76, "spin_multiplicity": 1, "relative_energy_kcal_mol": 10.5, "max_force_ha_per_bohr": 0.0398}

No. 2
{"formula": "CH4NO", "method": "wB97M-V/def2-TZVPD", "elements": ["O", "H", "N", "H", "H", "H", "C"], "xyz": [[1.35112, -1.69351, -0.19719], [-0.36448, -0.47194, -0.72924], [-0.98290, 1.22644, 0.47082], [-1.82795, 0.73549, 0.25137], [0.98933, -1.04894, 0.47733], [0.94600, 0.78487, -0.11751], [-0.11112, 0.46758, -0.15558]], "forces_ev_per_a": [[-0.5, 0.8, 1.1], [0.5, 1.1, 0.6], [1.9, -1.6, -1.3], [-1.3, 0.0, 0.3], [1.0, -1.6, -0.8], [-0.6, -0.4, -0.2], [-1.1, 1.6, 0.3]], "gap_ev": 7.150, "energy_ha": -170.4297, "charge": -1, "homo_ev": -2.41, "spin_multiplicity": 1, "relative_energy_kcal_mol": 31.6, "max_force_ha_per_bohr": 0.0548}

No. 3
{"formula": "C17H40CeNOP3", "method": "wB97M-V/def2-TZVPD", "elements": ["H", "H", "C", "H", "C", "C", "H", "H", "H", "H", "H", "C", "C", "H", "H", "C", "H", "H", "H", "H", "H", "H", "H", "P", "C", "H", "Ce", "H", "H", "C", "N", "H", "C", "H", "H", "H", "H", "H", "H", "O", "C", "H", "H", "H", "P", "H", "C", "H", "H", "P", "C", "H", "H", "C", "C", "C", "H", "H", "H", "C", "C", "H", "H"], "xyz": [[1.37702, -3.60947, -2.32854], [1.15649, -4.36354, 1.74306], [-3.60582, 1.99038, 1.13641], [-2.73393, 2.65483, 1.23982], [2.99111, 1.43065, 2.74162], [1.71425, -3.99464, 0.86931], [2.57259, -3.39861, 1.22893], [-5.23247, -0.70718, 1.14894], [2.62893, 1.26670, 3.76682], [-0.89737, -1.52564, 3.04668], [-0.69586, -4.65708, -1.17297], [1.13192, 4.39713, 0.99184], [0.22664, 0.80482, -5.27610], [-1.89679, 3.18200, -3.89943], [-3.95936, -0.63514, -1.68862], [-0.51529, 1.96772, -2.76176], [0.77727, -1.97858, -2.43308], [4.09095, 1.50887, 2.77323], [4.04724, -1.14436, 0.10630], [-4.37852, 2.50912, 0.54257], [1.50622, -0.35804, -1.82758], [2.06173, -2.22962, 2.72655], [-1.24399, -4.24276, 0.48889], [0.65173, -2.89878, -0.09810], [0.87292, 0.38270, -4.10105], [-1.58677, -3.12591, -0.88284], [-0.16094, -0.32084, 0.21954], [4.19424, 0.61574, 0.02847], [0.55042, 0.43036, -6.24661], [1.36513, -2.65849, -1.77645], [-0.97260, -0.56800, 2.67092], [-4.23504, -0.07740, 2.52085], [-0.85546, -3.84533, -0.45761], [2.16419, 4.05217, 0.95106], [2.39839, -2.30523, -1.65008], [0.68142, 4.85573, 0.09857], [-1.33841, 2.04375, -6.08256], [2.57016, 2.37298, 2.36582], [0.71862, 3.59091, 2.93001], [1.06474, 0.54120, -1.67828], [0.47314, 0.98987, -2.89547], [-5.12976, 0.60917, -1.18662], [-4.00801, 1.76984, 2.13986], [2.22740, -0.96235, 3.95804], [2.49119, -0.00307, 1.70006], [2.08586, -4.85210, 0.29601], [-1.17238, 2.35278, -3.94230], [-0.71244, 4.42587, 2.01708], [3.68269, -1.58835, 3.14182], [-3.13334, 0.37703, 0.37046], [4.05831, -0.23002, 0.72499], [4.91813, -0.26410, 1.41544], [-0.38639, 0.02959, 3.27271], [-4.04303, 0.36943, -1.24091], [-4.19950, -0.61056, 1.54665], [0.34435, 4.13572, 2.05724], [-1.94597, -0.27305, 2.83155], [1.58687, -0.46665, -4.05920], [-3.80922, -1.62949, 1.72500], [-0.81379, 1.76063, -5.16977], [2.62304, -1.32594, 2.99816], [-0.77922, 2.33495, -1.75023], [-3.56359, 1.09771, -1.92509]], "forces_ev_per_a": [[0.1, 0.1, 0.3], [0.1, 0.1, -0.2], [0.9, 0.7, 0.2], [-0.4, 0.0, 0.0], [-0.7, 0.7, 0.0], [0.7, 0.5, 0.5], [-0.2, -0.6, -0.2], [0.6, 0.2, 0.1], [0.1, 0.1, -0.3], [0.0, 0.4, 0.0], [0.1, 0.1, 0.0], [-1.1, -0.8, 0.2], [-0.1, 0.3, 1.0], [0.2, -0.7, -0.2], [0.0, 0.3, 0.0], [-0.1, -0.6, -0.2], [0.1, -0.3, 0.4], [-0.4, -0.2, -0.2], [0.1, 0.2, 0.4], [0.4, -0.3, 0.1], [0.0, 1.8, -0.5], [0.3, 0.2, 0.2], [-0.1, 0.0, -0.3], [0.2, -2.1, -0.8], [-0.5, 0.0, 0.4], [0.0, -0.6, 0.0], [-0.4, 2.0, 0.4], [0.0, -0.2, 0.4], [-0.3, 0.0, 0.2], [0.2, 0.4, 0.0], [0.2, 0.1, -0.2], [0.0, -0.5, -0.6], [-0.6, 0.9, 0.4], [-0.1, 0.5, 0.0], [-0.1, 0.0, -0.3], [0.6, 0.1, 0.5], [0.2, 0.1, 0.3], [0.3, -0.2, 0.1], [-0.2, 0.5, -0.1], [0.3, -2.1, 1.2], [-0.4, -0.3, -0.8], [0.8, -0.1, 0.5], [0.3, 0.4, -0.5], [0.1, 0.0, -0.3], [1.8, -0.4, 1.0], [-0.2, 0.2, -0.1], [0.3, 0.2, 0.0], [0.5, 0.0, 0.4], [-0.3, 0.1, -0.1], [-2.5, 0.4, 0.2], [-0.5, -0.1, -0.9], [-0.5, 0.0, -0.1], [-0.3, -0.3, 0.0], [0.5, -0.3, -0.6], [0.6, -1.0, 0.2], [0.2, -0.4, -1.0], [0.4, -0.2, 0.1], [-0.2, 0.9, -0.4], [-0.4, 0.3, -0.1], [0.3, 0.0, 0.1], [-0.6, -0.2, -0.2], [0.2, 0.2, -0.7], [-0.2, -0.4, 0.3]], "gap_ev": [4.148, 3.981], "energy_ha": -2299.2701, "charge": 4, "homo_ev": [-20.10, -20.09], "spin_multiplicity": 1, "max_force_ha_per_bohr": 0.0503}

No. 4
{"formula": "C4H6N2O3", "method": "wB97M-V/def2-TZVPD", "elements": ["N", "H", "O", "H", "O", "H", "C", "O", "H", "C", "C", "C", "H", "N", "H"], "xyz": [[0.98489, -0.58144, -0.15730], [2.97955, -1.12505, 0.20691], [1.77631, 1.50245, -0.21910], [1.81659, -2.53659, -0.33599], [-0.99406, 2.16366, 0.24255], [-2.43636, -1.25908, 1.11366], [-0.52643, 1.02959, 0.17214], [-0.34850, -1.34397, 0.03338], [-3.19413, -0.05325, -0.38572], [0.90766, 0.75009, -0.16060], [1.95827, -1.53225, 0.18348], [-2.46164, -0.97941, -0.12251], [-2.34465, -1.75902, -0.78438], [-1.16484, -0.25793, -0.13126], [1.70146, -1.57670, 1.31573]], "forces_ev_per_a": [[-1.5, -3.6, -1.6], [-0.4, -0.1, -0.7], [4.2, 3.6, -0.6], [0.4, 1.6, 0.6], [0.2, -2.7, 0.4], [-1.3, 0.1, -3.6], [-2.9, 0.7, -2.1], [4.7, 3.1, -0.3], [1.0, -2.9, 0.7], [-3.7, -3.3, 1.9], [0.5, -0.9, 3.1], [-0.7, 6.3, 5.3], [-0.3, -1.7, -1.4], [-1.0, 1.2, 0.0], [1.0, -1.2, -1.4]], "gap_ev": 9.566, "energy_ha": -491.0423, "homo_ev": -9.36, "spin_multiplicity": 1, "relative_energy_kcal_mol": 162.3, "smiles": "Cn1on(C)c(=O)c1=O", "max_force_ha_per_bohr": 0.1596}

No. 5
{"formula": "C14H23INO2PdSiTe", "method": "wB97M-V/def2-TZVPD", "elements": ["H", "H", "H", "H", "H", "C", "H", "H", "H", "C", "C", "H", "H", "C", "H", "Si", "N", "Pd", "H", "H", "H", "C", "C", "H", "C", "C", "C", "H", "H", "O", "H", "C", "C", "O", "H", "H", "Te", "H", "C", "H", "H", "C", "C", "I"], "xyz": [[-4.50246, -1.56263, 1.63017], [-0.61436, 2.56498, 3.59957], [-2.92636, -2.64112, -0.45183], [3.70594, -1.93432, -4.89933], [-0.40486, 2.06148, -3.74643], [-2.15646, -1.87782, -0.53173], [-0.42106, -2.37852, 2.25927], [2.24114, -0.76322, -6.50933], [-1.34046, 1.12338, 3.93457], [2.21144, 1.47428, 2.06157], [-1.47326, -2.14933, 2.40617], [0.42694, 0.69018, -5.68383], [-4.50096, 0.04408, 0.90577], [2.08674, -0.64262, -5.44523], [-4.08206, -0.14782, 2.58967], [-2.10726, -0.82262, 1.11847], [-0.53056, 1.55168, 3.48907], [-1.06676, 1.30238, 1.01547], [-1.59766, -1.81282, 3.43167], [3.33574, -1.66113, -2.47753], [-2.03526, -3.07303, 2.28677], [1.06724, 0.17198, -4.98273], [1.43394, -0.12272, -1.25573], [2.34924, -0.14662, -0.66783], [2.69584, -1.14913, -3.18203], [-3.98506, -0.60522, 1.60787], [-0.21206, 1.21988, -3.08253], [-1.20786, -2.38222, -0.70113], [-1.14586, 0.65688, -2.98973], [3.23974, 0.88488, 1.76577], [2.80924, 1.59998, 4.13667], [0.86174, 0.34148, -3.62213], [2.90294, -1.30242, -4.54353], [1.30624, 1.86138, 1.25627], [0.74804, -0.88012, -0.86253], [-2.37106, -1.27312, -1.40803], [0.49244, 1.81068, -1.07903], [0.81674, 0.00887, 3.83757], [0.71384, 1.07228, 4.08367], [0.69904, 1.16368, 5.18897], [1.73334, 2.91388, 3.59237], [1.68264, -0.32662, -2.71033], [1.92424, 1.83658, 3.54307], [-2.80266, 3.30048, 1.09217]], "forces_ev_per_a": [[0.1, -0.3, 0.0], [-0.1, -0.3, -0.2], [-0.2, -0.1, 0.1], [0.0, 0.0, 0.0], [0.0, 0.1, 0.1], [0.3, 0.8, 0.7], [0.2, 0.0, 0.0], [0.0, 0.0, 0.0], [0.2, 0.2, 0.0], [-0.3, 0.5, 0.5], [0.1, 1.0, -0.5], [0.0, 0.1, -0.1], [0.0, 0.1, -0.1], [0.0, 0.0, -0.2], [0.0, 0.1, 0.1], [-0.8, -0.6, -0.5], [-0.6, -0.1, -0.1], [-0.2, -1.1, 1.0], [0.0, 0.1, 0.2], [0.1, 0.0, 0.1], [-0.2, -0.1, -0.1], [0.1, 0.0, -0.1], [0.1, 0.1, 0.2], [0.0, 0.1, 0.1], [0.0, 0.0, 0.0], [0.9, 0.2, -0.2], [-0.3, 0.1, 0.3], [0.2, 0.0, 0.0], [0.0, 0.1, 0.1], [0.6, -0.5, -0.1], [-0.1, 0.0, 0.0], [0.1, -0.1, -0.1], [0.1, -0.1, 0.0], [0.1, 0.4, 0.0], [0.0, 0.2, 0.0], [0.0, 0.2, -0.1], [-0.2, -1.1, -0.8], [0.0, 0.1, 0.1], [0.3, 0.0, 0.3], [0.0, -0.1, -0.3], [0.0, 0.0, 0.1], [0.0, -0.1, -0.3], [0.0, -0.3, -0.4], [-0.6, 0.5, 0.1]], "gap_ev": [5.928, 5.989], "energy_ha": -1735.7061, "charge": -1, "homo_ev": [-4.01, -3.97], "spin_multiplicity": 1, "max_force_ha_per_bohr": 0.0290}